Entry 1:
{"formula": "C25H37BrN3O2PtSi", "method": "wB97M-V/def2-TZVPD", "species": ["Pt", "O", "C", "C", "C", "C", "C", "C", "C", "O", "N", "N", "C", "C", "C", "C", "C", "C", "N", "H", "H", "H", "H", "H", "H", "H", "H", "H", "H", "C", "C", "C", "C", "Si", "Br", "C", "C", "C", "C", "C", "C", "C", "C", "H", "H", "H", "H", "H", "H", "H", "H", "H", "H", "H", "H", "H", "H", "H", "H", "H", "H", "H", "H", "H", "H", "H", "H", "H", "H", "H"], "xyz": [[-0.706421, 1.106335, 0.187944], [-0.125745, 4.477500, 4.459586], [-0.765248, 3.572380, 5.132956], [-1.136255, 3.788302, 6.500481], [-1.872394, 2.852712, 7.165735], [-2.268123, 1.682948, 6.492731], [-1.894082, 1.453953, 5.139957], [-1.134263, 2.357753, 4.453466], [-0.723382, 2.022477, 3.061628], [-1.402203, 1.242547, 2.390576], [0.501291, 2.527527, 2.626091], [0.734368, 2.130381, 1.409055], [1.959093, 2.289469, 0.928339], [2.255207, 1.601946, -0.279780], [3.498317, 1.679846, -0.899361], [3.729550, 0.913644, -2.040804], [2.720614, 0.095990, -2.502794], [1.486365, 0.061252, -1.827231], [1.260988, 0.791588, -0.754574], [0.073204, 5.280897, 4.974639], [-0.830347, 4.711118, 6.981275], [-2.158197, 3.009873, 8.197126], [-2.860950, 0.937779, 7.007529], [-2.199099, 0.536576, 4.652985], [2.693944, 2.860783, 1.486171], [4.264805, 2.326503, -0.491971], [4.685064, 0.956437, -2.545937], [2.856728, -0.527749, -3.375928], [0.682061, -0.577073, -2.170549], [-6.629127, -1.529136, 1.327666], [-5.221317, -1.401978, 0.695768], [-4.855772, -2.740824, 0.039287], [-4.198039, -1.162045, 1.818056], [-5.361035, 0.023399, -0.546537], [-2.707833, 0.458904, -0.981901], [-5.844614, 1.731023, 0.113685], [-5.328808, 2.901731, -0.737588], [-5.386816, 1.981973, 1.556295], [-7.393790, 1.739351, 0.085353], [-5.777307, -0.390922, -2.339907], [-5.918172, 0.839922, -3.246559], [-4.794070, -1.353297, -3.023816], [-7.165037, -1.078714, -2.230193], [-6.622032, -2.387040, 2.004620], [-7.411090, -1.712667, 0.589492], [-6.908790, -0.653680, 1.913905], [-4.840812, -3.509445, 0.815983], [-3.864105, -2.716869, -0.416268], [-5.575463, -3.061905, -0.710706], [-4.251880, -2.012219, 2.503489], [-4.393744, -0.260194, 2.392617], [-3.177834, -1.119094, 1.431721], [-4.244663, 3.003725, -0.671509], [-5.769739, 3.823208, -0.348864], [-5.601277, 2.830781, -1.786584], [-4.297441, 1.951962, 1.648040], [-5.819806, 1.279087, 2.266688], [-5.717630, 2.982113, 1.848598], [-7.793745, 1.694589, -0.926366], [-7.736041, 2.679474, 0.525235], [-7.837215, 0.929978, 0.668609], [-4.977465, 1.381550, -3.358157], [-6.686350, 1.534595, -2.911629], [-6.212736, 0.493361, -4.239768], [-3.844579, -0.864842, -3.248538], [-5.229042, -1.656007, -3.979227], [-4.594155, -2.257812, -2.456561], [-7.913449, -0.459573, -1.730657], [-7.122345, -2.045304, -1.730101], [-7.526827, -1.255347, -3.245914]], "atomic_forces_ev_per_a": [[-0.19, 0.00, 0.07], [0.01, 0.00, 0.00], [-0.01, 0.01, 0.02], [0.01, 0.01, -0.01], [0.00, 0.00, -0.01], [0.00, 0.00, -0.01], [0.01, -0.01, -0.02], [-0.02, -0.01, 0.03], [0.01, 0.04, -0.02], [0.06, -0.01, 0.01], [-0.01, -0.01, 0.02], [0.01, -0.03, -0.04], [-0.04, 0.03, 0.06], [0.03, -0.03, -0.06], [-0.01, 0.01, 0.01], [0.00, 0.00, 0.00], [-0.02, 0.00, 0.01], [0.00, -0.02, -0.02], [0.01, 0.01, 0.02], [0.00, 0.00, -0.01], [0.00, 0.00, 0.00], [0.00, 0.00, 0.00], [0.00, 0.00, 0.01], [0.00, 0.00, 0.00], [0.01, -0.02, 0.00], [0.00, 0.00, 0.00], [0.00, 0.00, 0.00], [0.00, 0.00, 0.00], [0.00, 0.00, 0.00], [0.02, -0.02, 0.02], [0.01, 0.01, 0.00], [0.00, -0.01, 0.01], [-0.02, -0.01, -0.02], [0.04, -0.02, 0.06], [0.11, 0.06, -0.11], [0.02, 0.00, 0.01], [0.00, 0.01, -0.02], [-0.02, -0.02, 0.01], [0.00, -0.01, 0.01], [-0.01, 0.01, 0.00], [-0.02, -0.04, -0.02], [0.00, -0.01, 0.00], [0.01, 0.01, -0.02], [0.00, 0.00, 0.00], [-0.01, 0.00, -0.01], [0.01, 0.00, 0.01], [0.00, 0.00, 0.00], [0.00, 0.00, 0.00], [0.00, 0.00, 0.00], [0.00, 0.01, 0.00], [0.00, 0.03, 0.00], [-0.01, -0.01, 0.00], [0.02, -0.01, 0.00], [0.00, 0.00, 0.01], [0.02, 0.04, 0.08], [0.02, -0.02, 0.00], [-0.01, -0.01, 0.01], [0.00, 0.00, -0.01], [0.00, 0.01, -0.05], [0.00, 0.00, -0.01], [0.00, 0.03, -0.03], [0.00, 0.00, 0.01], [-0.04, -0.02, 0.00], [0.00, 0.00, 0.00], [0.00, 0.00, 0.00], [0.00, 0.00, 0.00], [0.00, 0.00, -0.01], [0.00, 0.00, 0.00], [0.00, 0.00, 0.01], [-0.01, -0.01, 0.00]], "s_squared": 6.067, "charge": 3, "homo_lumo_gap_ev": [6.561, 4.333], "energy_ha": -4271.31040, "fmax_ev_per_a": 0.2, "spin_multiplicity": 5, "e_above_lowest_kcal_mol": 0.0}



Entry 2:
{"formula": "C3H2INO2", "method": "wB97M-V/def2-TZVPD", "species": ["C", "C", "C", "N", "O", "O", "I", "H", "H"], "xyz": [[0.269184, -0.979029, 0.061375], [0.259012, 1.061407, 0.016915], [-0.510918, -0.001444, -0.791513], [0.869173, 0.035573, 0.734570], [0.221848, -2.145881, 0.162150], [0.218244, 2.194518, 0.200378], [-2.492005, 0.027656, -0.088702], [-0.251402, -0.203330, -1.785371], [1.416860, 0.010531, 1.490195]], "atomic_forces_ev_per_a": [[-1.27, 1.67, -0.85], [-0.51, -4.51, -0.91], [4.36, 0.30, -0.72], [-0.57, 0.19, -1.44], [0.45, -2.43, 0.46], [0.07, 4.45, 0.33], [-4.81, -0.03, 1.35], [-0.35, 0.29, -1.87], [2.62, 0.08, 3.64]], "s_squared": 2.006, "charge": 0, "homo_lumo_gap_ev": [6.516, 6.257], "energy_ha": -618.27614, "fmax_ev_per_a": 5.0, "spin_multiplicity": 3, "e_above_lowest_kcal_mol": 26.4}



Entry 3:
{"formula": "C22H23N8S3Zr", "method": "wB97M-V/def2-TZVPD", "species": ["Zr", "C", "C", "N", "N", "C", "N", "S", "C", "C", "C", "C", "C", "N", "H", "H", "H", "H", "H", "H", "H", "H", "H", "S", "C", "C", "C", "N", "C", "C", "C", "C", "C", "N", "C", "C", "H", "H", "H", "H", "H", "H", "H", "H", "C", "N", "C", "C", "N", "C", "S", "H", "H", "H", "H", "H", "H"], "xyz": [[1.054543, -0.758583, -1.230839], [4.961560, -2.889221, -0.325390], [3.542880, -2.492289, -0.443920], [3.080923, -1.634113, -1.286982], [3.885111, -1.047626, -2.227873], [3.229216, -0.689631, -3.271990], [3.823149, 0.056711, -4.238440], [1.475612, -1.046404, -3.583863], [2.465804, -3.086740, 0.384557], [2.657930, -4.223795, 1.130248], [1.572443, -4.798464, 1.792952], [0.329066, -4.206029, 1.679993], [0.201621, -3.071475, 0.896446], [1.234758, -2.520861, 0.242401], [5.592479, -2.226628, -0.909926], [5.097853, -3.910550, -0.694862], [5.270377, -2.874346, 0.721119], [4.835700, 0.110110, -4.183051], [3.461363, -0.033282, -5.178904], [3.641781, -4.667097, 1.199587], [1.705975, -5.697247, 2.380928], [-0.536958, -4.615603, 2.180287], [-0.761626, -2.590697, 0.783532], [-5.220716, -0.132079, 1.172469], [-3.607647, -0.144265, 0.595183], [-2.495528, 0.428519, 1.255236], [-1.256687, 0.345744, 0.687567], [-1.017621, -0.302209, -0.488860], [-2.095187, -0.848390, -1.128876], [-3.362759, -0.795148, -0.638246], [-5.082327, 0.765960, 2.704850], [-5.254727, 2.139974, 2.706669], [-5.159607, 2.793541, 3.931655], [-4.918228, 2.155335, 5.072217], [-4.781696, 0.834315, 5.055409], [-4.856962, 0.082253, 3.885902], [-2.618849, 0.943524, 2.197793], [-0.399107, 0.794134, 1.174549], [-1.904750, -1.349433, -2.074577], [-4.173432, -1.245299, -1.196569], [-5.477375, 2.688751, 1.800932], [-5.290727, 3.866990, 3.992731], [-4.611226, 0.350245, 6.009108], [-4.757379, -0.994820, 3.908768], [0.258174, 4.101431, -0.554753], [1.025404, 3.702854, -1.738889], [1.130185, 4.440730, -2.900208], [1.942159, 3.757928, -3.738719], [2.311104, 2.612246, -3.076657], [1.749763, 2.582873, -1.864192], [2.036341, 1.428368, -0.584704], [0.118958, 5.178064, -0.577134], [0.809883, 3.839835, 0.343993], [-0.713879, 3.611807, -0.556331], [0.632996, 5.387877, -3.020698], [2.286159, 3.995370, -4.730190], [2.933729, 1.896838, -3.441437]], "atomic_forces_ev_per_a": [[0.03, 0.42, 0.46], [0.01, -0.05, -0.09], [0.04, 0.08, 0.06], [-0.36, -0.07, 0.12], [0.39, 0.01, 0.09], [-0.35, -0.04, -0.33], [0.07, -0.02, 0.01], [0.03, 0.06, -0.20], [-0.08, -0.17, -0.18], [0.13, 0.05, 0.15], [-0.09, 0.02, 0.01], [0.09, -0.12, 0.06], [-0.02, 0.08, -0.03], [-0.12, 0.13, 0.00], [0.01, 0.00, 0.01], [-0.01, 0.00, 0.01], [-0.01, -0.01, 0.00], [-0.02, 0.00, 0.01], [0.00, 0.01, 0.00], [-0.01, 0.00, 0.02], [0.01, 0.01, 0.00], [-0.01, 0.01, -0.01], [0.01, 0.01, -0.02], [0.09, 0.02, -0.02], [-0.02, -0.06, 0.07], [-0.09, 0.06, -0.09], [-0.05, -0.22, -0.07], [0.21, -0.23, -0.18], [0.19, -0.03, 0.06], [-0.08, 0.07, 0.04], [-0.03, -0.02, -0.16], [-0.03, 0.13, 0.05], [0.01, -0.19, -0.03], [0.01, 0.09, 0.11], [-0.03, 0.04, -0.18], [0.04, -0.04, 0.16], [-0.01, 0.01, -0.01], [0.01, -0.01, 0.01], [0.01, 0.00, 0.00], [0.01, 0.01, 0.01], [0.01, -0.02, 0.01], [0.00, 0.01, 0.02], [0.00, 0.01, 0.02], [-0.01, 0.01, 0.01], [-0.03, 0.03, 0.02], [0.00, -0.06, 0.08], [0.01, 0.01, 0.09], [-0.04, 0.00, -0.03], [0.11, -0.07, -0.06], [-0.15, 0.18, 0.00], [0.03, -0.11, 0.01], [0.02, 0.00, -0.05], [0.03, -0.01, -0.02], [0.01, -0.01, -0.02], [0.00, -0.01, 0.01], [0.00, -0.03, 0.00], [0.03, 0.01, -0.02]], "charge": 3, "homo_lumo_gap_ev": 5.478, "energy_ha": -2531.00857, "fmax_ev_per_a": 0.6, "spin_multiplicity": 1, "e_above_lowest_kcal_mol": 0.0}



Entry 4:
{"formula": "C21H25BN5OS2Sr", "method": "wB97M-V/def2-TZVPD", "species": ["Sr", "C", "N", "C", "C", "N", "B", "N", "C", "C", "N", "C", "C", "S", "C", "S", "H", "H", "H", "H", "H", "H", "H", "H", "H", "H", "H", "H", "C", "C", "C", "C", "O", "H", "H", "H", "H", "H", "H", "H", "H", "H", "N", "C", "C", "C", "C", "C", "C", "C", "C", "C", "H", "H", "H", "H"], "xyz": [[-1.280934, 0.176047, 0.762969], [-0.698249, 2.728917, 3.814890], [0.592414, 2.859588, 3.178904], [1.799614, 2.912618, 3.852855], [2.733753, 3.201268, 2.928186], [2.120310, 3.334388, 1.706613], [2.871973, 3.858480, 0.433930], [2.688578, 2.888091, -0.764240], [2.442921, 3.312643, -2.050569], [2.483734, 2.242254, -2.868676], [2.751060, 1.148264, -2.068645], [2.919197, -0.218794, -2.517810], [2.853031, 1.544766, -0.769453], [3.119254, 0.492058, 0.538932], [0.808234, 3.118791, 1.853753], [-0.423923, 3.153541, 0.658531], [-0.756875, 3.401265, 4.670861], [-0.873884, 1.707088, 4.159739], [-1.461327, 3.005182, 3.090445], [1.870975, 2.733546, 4.910208], [3.799564, 3.295349, 3.020121], [4.044948, 3.923596, 0.742089], [2.411106, 4.934043, 0.113194], [2.251817, 4.348043, -2.264811], [2.354107, 2.155170, -3.932229], [2.839210, -0.233186, -3.603902], [2.161813, -0.860089, -2.074998], [3.897803, -0.589787, -2.213533], [-3.584017, 1.677029, 1.571659], [-3.842100, 0.157119, 1.432256], [-5.350323, -0.085580, 1.394398], [-3.255667, -0.532371, 2.702163], [-3.242117, -0.346073, 0.285152], [-4.116651, 2.108541, 2.422645], [-3.899459, 2.187444, 0.660873], [-2.518985, 1.891251, 1.712398], [-5.849363, 0.252469, 2.307638], [-5.535284, -1.151630, 1.254075], [-5.772152, 0.445789, 0.540213], [-3.810386, -0.271109, 3.603678], [-2.211473, -0.221147, 2.868858], [-3.265776, -1.614159, 2.564918], [1.284186, -7.847243, -5.486531], [1.027585, -7.013856, -4.736053], [0.707852, -5.969199, -3.799559], [1.093539, -6.078627, -2.464601], [0.807437, -5.063364, -1.574037], [0.129888, -3.906945, -1.988473], [-0.267293, -3.821466, -3.334320], [0.018416, -4.833839, -4.226992], [-0.138884, -2.838199, -1.087708], [-0.354516, -1.886906, -0.341634], [1.617241, -6.966329, -2.134341], [1.108015, -5.143654, -0.538475], [-0.807431, -2.941015, -3.654545], [-0.292523, -4.760063, -5.261007]], "atomic_forces_ev_per_a": [[3.49, 0.47, -0.58], [0.03, -0.02, -0.05], [-0.08, 0.02, 0.02], [-0.08, 0.01, 0.04], [0.10, -0.03, -0.07], [-0.07, 0.25, -0.09], [0.04, -0.10, -0.05], [-0.09, -0.02, 0.13], [0.02, 0.03, 0.07], [0.08, -0.02, -0.06], [-0.07, -0.17, -0.02], [0.01, 0.11, 0.03], [0.08, 0.01, 0.06], [-0.02, 0.08, -0.11], [-0.08, -0.07, 0.15], [0.19, 0.05, 0.01], [0.00, -0.01, 0.01], [0.00, -0.02, 0.00], [0.04, 0.03, 0.05], [0.00, -0.02, 0.01], [0.01, 0.02, -0.02], [-0.06, 0.03, 0.01], [0.03, -0.05, -0.01], [0.00, 0.01, 0.00], [-0.02, -0.01, -0.01], [-0.02, -0.01, 0.02], [-0.10, -0.08, 0.05], [-0.01, 0.00, 0.00], [-0.25, -0.14, 0.09], [-0.55, 0.02, 0.18], [0.03, -0.09, 0.00], [-0.16, 0.01, -0.20], [-2.17, -0.16, -0.16], [0.03, 0.00, 0.03], [0.01, -0.01, -0.01], [-0.47, 0.47, 0.12], [-0.01, 0.01, -0.01], [-0.02, 0.00, 0.01], [0.00, -0.02, -0.01], [0.08, 0.04, 0.05], [-0.25, -0.15, 0.53], [-0.02, 0.00, 0.01], [0.01, -0.05, -0.04], [-0.07, 0.13, 0.15], [0.04, -0.08, -0.12], [0.01, -0.04, 0.05], [-0.01, 0.00, 0.00], [0.00, 0.03, -0.07], [0.01, -0.03, 0.06], [-0.03, 0.01, -0.01], [0.02, 0.11, 0.08], [0.27, -0.58, -0.31], [0.02, 0.01, 0.01], [0.02, 0.00, 0.00], [0.02, 0.00, -0.02], [0.01, 0.03, 0.00]], "charge": -1, "homo_lumo_gap_ev": 6.600, "energy_ha": -2016.30168, "fmax_ev_per_a": 3.6, "spin_multiplicity": 1, "e_above_lowest_kcal_mol": 48.9}